Record 1
{
  "formula": "CH4O2",
  "method": "ωB97M-V/def2-TZVPD",
  "de_lowest_kcal_mol": 10.2,
  "smiles": "C=O.O",
  "spin_multiplicity": 1,
  "e_lumo_ha": 0.0236,
  "total_charge": 0,
  "molar_mass_g_mol": 48.04,
  "symbols": ["C", "O", "H", "H", "O", "H", "H"],
  "coordinates": [[0.00000, 0.00000, 0.00000], [0.87603, 0.80110, -0.32481], [-0.51321, -0.10917, 0.98496], [-0.27370, -0.73474, -0.79416], [0.25237, 0.68104, 2.64943], [1.12659, 0.24109, 2.75169], [-0.22732, 0.47656, 3.48390]],
  "forces_ev_per_a": [[1.2336, 0.3070, -1.8400], [-1.6672, -1.1095, 1.4670], [0.5546, 0.5592, -0.6677], [-0.2423, 0.0497, 0.3640], [0.3940, -0.5775, 1.5530], [-0.8496, 0.5273, -0.0905], [0.5771, 0.2438, -0.7859]]
}

Record 2
{
  "formula": "C31H40N2O7S",
  "method": "ωB97M-V/def2-TZVPD",
  "smiles": "CC(C)[C@@H](C)COc1ccc2c(c1)Sc1ccccc1N2c1cccnc1.CCOC(=O)OC.CCOC(=O)OC",
  "spin_multiplicity": 1,
  "e_lumo_ha": 0.0101,
  "total_charge": 0,
  "molar_mass_g_mol": 584.74,
  "symbols": ["C", "C", "C", "C", "C", "C", "O", "C", "C", "C", "C", "C", "C", "S", "C", "C", "C", "C", "C", "C", "N", "C", "C", "C", "C", "N", "C", "H", "H", "H", "H", "H", "H", "H", "H", "H", "H", "H", "H", "H", "H", "H", "H", "H", "H", "H", "H", "H", "H", "H", "H", "C", "C", "O", "C", "O", "O", "C", "H", "H", "H", "H", "H", "H", "H", "H", "C", "C", "O", "C", "O", "O", "C", "H", "H", "H", "H", "H", "H", "H", "H"],
  "coordinates": [[-2.23959, 2.68347, 1.26320], [-2.96298, 3.20703, -0.06342], [-3.86519, 2.06954, -0.69985], [-1.98759, 3.89958, -1.08688], [-1.48769, 5.26496, -0.43110], [-0.68393, 3.07008, -1.41129], [-0.97763, 1.69636, -1.75331], [0.07979, 0.84858, -1.45201], [0.49458, 0.58923, -0.05757], [1.59480, -0.32949, 0.24657], [2.34036, -1.05996, -0.80312], [1.90559, -0.74103, -2.18386], [0.82625, 0.17814, -2.50443], [2.78325, -1.59143, -3.51864], [3.07901, -3.23208, -2.75828], [3.01902, -4.45175, -3.53839], [3.27346, -5.77068, -2.92453], [3.61945, -5.76930, -1.51118], [3.66646, -4.53462, -0.73257], [3.38128, -3.20046, -1.30100], [3.42917, -1.96948, -0.56456], [3.79478, -2.12243, 0.83950], [5.13094, -1.61327, 1.19548], [5.44938, -1.81235, 2.63128], [4.41850, -2.45434, 3.42985], [3.20685, -2.94363, 3.07420], [2.88080, -2.77786, 1.76369], [-1.15930, 2.99325, 1.26460], [-2.33040, 1.56343, 1.24226], [-2.73309, 3.11777, 2.17731], [-3.68281, 4.00357, 0.29106], [-3.26949, 1.11424, -0.72581], [-4.75850, 1.94842, -0.03131], [-4.20416, 2.35837, -1.73338], [-2.46565, 4.15196, -2.07233], [-2.29035, 5.75953, 0.17838], [-0.63613, 5.02716, 0.27237], [-1.08667, 5.95646, -1.21415], [0.03163, 3.15405, -0.55266], [-0.17952, 3.52858, -2.31493], [-0.09212, 1.12289, 0.72452], [1.85068, -0.46634, 1.32163], [0.60738, 0.33352, -3.59281], [2.74435, -4.33385, -4.61835], [3.19270, -6.68264, -3.55366], [3.82274, -6.74639, -1.00273], [3.93860, -4.64085, 0.34882], [5.81038, -1.12137, 0.47019], [6.41506, -1.44944, 3.06144], [4.66892, -2.56263, 4.52067], [1.88905, -3.13654, 1.40609], [-0.82314, -4.01460, -2.47584], [-0.38087, -5.25651, -3.22385], [-1.37521, -6.28797, -3.13662], [-2.40840, -6.16401, -3.97600], [-2.56445, -5.28722, -4.78775], [-3.25448, -7.17776, -3.74435], [-4.44552, -7.12804, -4.52832], [-1.09842, -4.26428, -1.44830], [-0.02485, -3.26955, -2.45847], [-1.70254, -3.56693, -2.94204], [0.52318, -5.65510, -2.76324], [-0.14099, -5.03370, -4.26593], [-4.21728, -7.03062, -5.58999], [-5.07772, -6.30354, -4.19533], [-4.98195, -8.06312, -4.37425], [0.03634, 4.68222, 6.21011], [-1.45386, 4.95818, 6.21747], [-1.72702, 6.30942, 5.82505], [-1.70131, 6.54190, 4.50802], [-1.48396, 5.72728, 3.64677], [-1.93863, 7.84499, 4.31241], [-1.86810, 8.24760, 2.94480], [0.56587, 5.42230, 6.81434], [0.24639, 3.68670, 6.60453], [0.44262, 4.74533, 5.19939], [-1.84179, 4.84506, 7.23075], [-1.99606, 4.25283, 5.58422], [-2.50457, 7.62513, 2.31526], [-0.83428, 8.21233, 2.59787], [-2.22143, 9.27573, 2.88431]],
  "forces_ev_per_a": [[-0.2927, 0.1961, -0.7894], [-0.6387, 0.0112, 0.0686], [0.5575, 0.3724, 0.4524], [0.7737, 0.3970, 0.5625], [0.4535, -0.6064, -0.0745], [-0.2712, 1.1039, -0.3962], [1.0830, -0.1923, 0.6822], [2.1872, -1.6296, 0.8019], [0.6620, -0.7688, -2.1695], [-0.4702, 0.2075, -1.3912], [-2.7208, 2.6371, -0.9035], [-0.2282, -0.2248, 1.8338], [0.3632, -0.4226, 1.2653], [-0.1183, -0.5580, 0.6030], [0.0852, -0.3230, 1.6103], [0.2029, -0.0894, 1.6629], [0.1764, 2.7815, 1.0147], [-0.5512, 1.1919, -1.1994], [-0.2747, 0.3672, -0.9439], [0.1335, -3.3648, -2.0234], [-1.0960, -0.6507, 0.2395], [1.4095, 0.3199, 0.4256], [-2.3000, -1.6880, 3.0241], [-2.0328, -0.1919, -2.2442], [1.5715, 0.5044, 0.6107], [0.9320, 0.9557, -1.6771], [1.9001, 1.0042, -0.1832], [-1.0245, -0.3703, 0.2006], [0.2904, 1.0291, 0.3884], [0.5699, -0.6037, -0.8939], [0.7599, -0.6160, -0.6010], [-0.7885, 0.8936, -0.1951], [0.7186, -0.1171, -0.7059], [0.3115, -0.3790, 1.0106], [-0.0098, -0.4393, 1.0332], [0.6876, -0.4086, -0.7658], [-0.8906, 0.3947, -0.5944], [-0.4077, -0.4441, 0.6978], [-0.6101, -0.3918, -0.6781], [-0.3932, -0.3174, 0.9476], [0.8169, -0.7092, -0.4933], [-0.1980, 0.1036, -1.0771], [0.0120, -0.0965, 1.2763], [0.3161, -0.3018, 1.1664], [0.1613, 0.7599, 0.7421], [-0.1775, 1.1686, -0.4566], [-0.3017, 0.2091, -1.2380], [-0.7359, -0.4948, 0.5248], [-1.1397, -0.5166, -0.2942], [-0.3754, 0.0042, -1.1568], [0.9219, 0.2897, 0.3110], [-0.2826, 0.0766, -0.0002], [0.3689, 0.4985, 0.1864], [-0.1726, -0.2118, -0.2889], [0.0913, 0.0846, 0.2572], [0.0013, -0.2124, 0.0695], [0.1755, 0.0914, -0.0882], [-0.3398, -0.0924, -0.1603], [0.1597, -0.0280, -0.0147], [0.0156, -0.0513, -0.0066], [0.0976, 0.0030, -0.0785], [-0.2174, -0.2304, 0.0113], [-0.2244, -0.0652, 0.0137], [0.0280, 0.1414, 0.1051], [0.0855, 0.0363, -0.1387], [0.2114, 0.0048, 0.1685], [0.1774, 0.1563, -0.1961], [0.2388, -0.5195, 0.2265], [-0.2256, 0.1114, -0.2393], [0.1541, 0.0604, 0.2039], [-0.1039, 0.1105, 0.0684], [-0.0530, -0.2394, 0.0432], [-0.0163, 0.2231, -0.3370], [-0.0916, -0.0922, 0.0939], [-0.0448, 0.0420, 0.0083], [-0.0946, -0.0889, 0.0072], [-0.0747, 0.2942, -0.0828], [0.0586, 0.1890, -0.1245], [0.1436, -0.0715, 0.0686], [-0.0886, -0.1340, -0.0479], [0.0128, -0.0723, 0.2615]]
}

Record 3
{
  "formula": "C4H4BrN3",
  "method": "ωB97M-V/def2-TZVPD",
  "de_lowest_kcal_mol": 58.8,
  "spin_multiplicity": 1,
  "e_lumo_ha": -0.0167,
  "total_charge": 0,
  "molar_mass_g_mol": 174.00,
  "symbols": ["C", "C", "C", "C", "N", "N", "N", "Br", "H", "H", "H", "H"],
  "coordinates": [[-0.68496, 1.20153, 1.84887], [-0.94819, 0.50868, 0.59047], [0.24679, -0.07444, 0.27919], [0.30389, -1.36668, -2.25381], [0.59678, 1.17663, 2.02536], [0.98253, -1.43718, -1.20535], [1.13516, 0.32216, 1.13589], [-2.55177, 0.35398, -0.45259], [-1.25587, 1.96764, 2.46739], [0.58472, -2.03117, -3.13904], [-0.50235, -0.78192, -2.33755], [2.09329, 0.16076, 1.04117]],
  "forces_ev_per_a": [[-1.1990, 1.4566, -1.8205], [-1.2289, -0.2336, 0.6008], [-0.6300, -2.7053, -4.2237], [2.6283, -2.4718, -0.3018], [2.0012, -0.3656, 1.8313], [-0.6647, 2.1121, 2.6067], [-0.3597, 0.7945, 0.7431], [0.6886, 0.0231, 0.6692], [0.4664, -1.5464, -1.0961], [-0.1230, 0.7520, 1.2677], [-3.0981, 2.2337, -0.6091], [1.5188, -0.0495, 0.3324]]
}